C6H9N3 | ωB97M-V/def2-TZVPD

Geometry as XYZ:
```
18
Properties=species:S:1:pos:R:3:mulliken_charge:R:1
C 0.689 -2.060 -0.445 -0.183
C -0.516 -1.586 -0.330 -0.689
C -0.817 -0.135 -0.594 0.055
C -1.263 0.645 0.706 -0.419
C -0.068 1.543 1.011 -0.823
N 0.576 1.872 -0.203 -0.387
N 0.648 0.728 -0.999 0.277
N 1.733 0.062 -0.911 -0.658
C 1.798 -1.235 -0.807 -0.196
H 0.901 -3.082 -0.134 0.324
H -1.241 -2.142 0.200 0.424
H -1.503 -0.036 -1.379 0.299
H -1.582 -0.251 1.401 0.259
H -1.992 1.427 0.537 0.320
H -0.469 2.450 1.534 0.439
H 0.460 0.969 1.817 0.256
H -0.012 2.648 -0.642 0.299
H 2.657 -1.817 -0.761 0.401
```

Output
- SMILES string: C1=C[C@H]2CCNN2N=C1
- 2S+1: 1

---

C6H9N3 | ωB97M-V/def2-TZVPD

Geometry as XYZ:
```
18
Properties=species:S:1:pos:R:3:mulliken_charge:R:1
C 1.420 1.490 -0.319 -1.060
C 1.981 0.109 -0.129 0.777
C 3.197 -0.285 -0.514 -0.923
C 1.115 -0.837 0.502 0.137
N 0.404 -1.578 1.023 -0.467
H 2.154 2.129 -0.808 0.359
H 1.149 1.928 0.643 0.281
H 0.512 1.449 -0.924 0.305
H 3.865 0.401 -1.016 0.278
H 3.551 -1.293 -0.351 0.312
C -2.187 0.225 -0.401 -0.007
C -2.571 -0.902 0.530 -0.087
N -1.422 0.138 -1.405 -0.674
N -3.187 -0.276 1.459 -0.397
H -1.117 -0.821 -1.612 0.237
H -3.574 -0.785 2.252 0.216
H -2.983 0.868 0.587 0.351
H -2.309 -1.958 0.481 0.363
```

Output
- 2S+1: 1

---

Relative energy (zero: lowest compared OMol25 entry of this formula, charge and spin)? In order: 85.7, 88.1 kcal per mole.
Gap between HOMO and LUMO? In order: 8.85, 9.35 eV.
HOMO energy? In order: -0.2935, -0.3263 Eh.